DFT (ωB97M-V/def2-TZVPD) results for 3 unconnected molecules or ions with the total composition C33H71BN3O11 in a non-equilibrium geometry.

Bonds (Å) are listed after each position.
CARTESIAN COORDINATES (ANGSTROEM)
1 C 5.49 -4.72 4.97  C2 1.616, H31 1.153, H32 1.145, H33 1.143
2 C 3.99 -5.28 5.16  C1 1.616, O3 1.446, H34 1.153, H35 1.159
3 O 3.50 -5.23 6.52  C2 1.446, C4 1.443
4 C 3.22 -3.88 6.95  O3 1.443, C5 1.628, H36 1.151, H37 1.154
5 C 1.66 -3.46 6.75  C4 1.628, O6 1.448, H38 1.164, H39 1.143
6 O 0.77 -4.54 7.12  C5 1.448, C7 1.440
7 C -0.60 -4.11 7.24  O6 1.440, C8 1.640, H40 1.147, H41 1.159
8 C -1.48 -4.51 5.92  C7 1.640, O9 1.452, H42 1.148, H43 1.160
9 O -0.52 -4.72 4.85  C8 1.452, C10 1.433
10 C -0.95 -4.16 3.60  O9 1.433, N11 1.494, H44 1.143, H45 1.158
11 N -0.80 -2.68 3.48  C10 1.494, C12 1.435, C20 1.461
12 C -0.84 -1.62 4.46  N11 1.435, N13 1.443, H46 1.146
13 N -0.68 -0.34 3.82  C12 1.443, C14 1.468, H47 1.032
14 C -0.53 -0.52 2.37  N13 1.468, B15 1.629, C20 1.552
15 B -0.32 0.63 1.24  C14 1.629, O16 1.460, N17 1.493
16 O -1.11 0.60 0.01  B15 1.460, H48 0.990
17 N 0.62 1.78 1.39  B15 1.493, C18 1.502, C19 1.518
18 C 1.56 1.60 2.54  N17 1.502, H49 1.155, H50 1.157, H51 1.148
19 C -0.20 3.05 1.57  N17 1.518, H52 1.142, H53 1.146, H54 1.160
20 C -0.63 -2.06 2.17  N11 1.461, C14 1.552, C21 1.608
21 C -0.56 -2.83 0.76  C20 1.608, C22 1.610, H55 1.151, H56 1.159
22 C 0.91 -2.81 0.11  C21 1.610, C23 1.608, H57 1.146, H58 1.151
23 C 1.98 -3.64 0.97  C22 1.608, C24 1.608, H59 1.143, H60 1.156
24 C 3.48 -3.32 0.49  C23 1.608, C25 1.632, H61 1.155, H62 1.144
25 C 4.52 -3.44 1.74  C24 1.632, C26 1.625, H63 1.153, H64 1.158
26 C 5.97 -2.89 1.25  C25 1.625, C27 1.629, H65 1.154, H66 1.158
27 C 6.29 -1.40 1.81  C26 1.629, C28 1.634, H67 1.147, H68 1.144
28 C 7.29 -1.53 3.09  C27 1.634, O29 1.447, H69 1.146, H70 1.159
29 O 8.65 -1.42 2.61  C28 1.447, C30 1.450
30 C 9.53 -0.76 3.56  O29 1.450, H71 1.147, H72 1.159, H73 1.146
31 H 6.03 -4.75 5.99  C1 1.153
32 H 5.46 -3.65 4.57  C1 1.145
33 H 6.03 -5.43 4.25  C1 1.143
34 H 3.28 -4.81 4.39  C2 1.153
35 H 4.03 -6.41 4.88  C2 1.159
36 H 3.54 -3.80 8.05  C4 1.151
37 H 3.83 -3.08 6.39  C4 1.154
38 H 1.54 -3.33 5.60  C5 1.164
39 H 1.41 -2.45 7.22  C5 1.143
40 H -0.73 -3.00 7.53  C7 1.147
41 H -1.07 -4.72 8.10  C7 1.159
42 H -2.17 -5.41 6.12  C8 1.148
43 H -2.19 -3.62 5.72  C8 1.160
44 H -2.01 -4.52 3.37  C10 1.143
45 H -0.27 -4.63 2.79  C10 1.158
46 H -0.98 -1.82 5.58  C12 1.146
47 H -0.71 0.53 4.38  N13 1.032
48 H -0.44 0.49 -0.71  O16 0.990
49 H 1.05 1.65 3.57  C18 1.155
50 H 2.30 2.49 2.50  C18 1.157
51 H 2.21 0.65 2.44  C18 1.148
52 H 0.32 3.85 0.93  C19 1.142
53 H -1.29 2.91 1.26  C19 1.146
54 H -0.13 3.37 2.68  C19 1.160
55 H -1.33 -2.34 0.06  C21 1.151
56 H -0.90 -3.93 0.87  C21 1.159
57 H 1.21 -1.72 -0.06  C22 1.146
58 H 0.82 -3.32 -0.92  C22 1.151
59 H 1.90 -3.43 2.09  C23 1.143
60 H 1.78 -4.76 0.74  C23 1.156
61 H 3.80 -4.16 -0.24  C24 1.155
62 H 3.61 -2.29 0.01  C24 1.144
63 H 4.17 -2.79 2.62  C25 1.153
64 H 4.59 -4.54 2.12  C25 1.158
65 H 6.78 -3.62 1.63  C26 1.154
66 H 5.99 -2.86 0.09  C26 1.158
67 H 5.35 -0.80 2.06  C27 1.147
68 H 6.88 -0.86 0.99  C27 1.144
69 H 6.98 -0.71 3.83  C28 1.146
70 H 7.19 -2.57 3.59  C28 1.159
71 H 8.99 -0.36 4.49  C30 1.147
72 H 10.33 -1.50 3.94  C30 1.159
73 H 10.04 0.11 3.01  C30 1.146
74 C -1.61 -0.13 -8.18  O75 1.416, H83 1.096, H84 1.091, H85 1.095
75 O -1.53 -0.28 -6.77  C74 1.416, C76 1.423
76 C -0.21 -0.09 -6.28  O75 1.423, C77 1.526, H86 1.096, H87 1.096
77 C -0.25 0.42 -4.84  C76 1.526, O78 1.430, H88 1.095, H89 1.091
78 O -0.60 1.80 -4.73  C77 1.430, C79 1.430
79 C -1.97 2.13 -4.99  O78 1.430, C80 1.525, H90 1.091, H91 1.095
80 C -2.92 1.67 -3.90  C79 1.525, O81 1.424, H92 1.095, H93 1.097
81 O -3.17 0.27 -4.01  C80 1.424, C82 1.414
82 C -3.52 -0.31 -2.77  O81 1.414, H94 1.095, H95 1.092, H96 1.094
83 H -1.04 -0.91 -8.68  C74 1.096
84 H -2.66 -0.21 -8.47  C74 1.091
85 H -1.25 0.86 -8.48  C74 1.095
86 H 0.33 0.63 -6.90  C76 1.096
87 H 0.30 -1.05 -6.31  C76 1.096
88 H 0.76 0.34 -4.43  C77 1.095
89 H -0.89 -0.20 -4.21  C77 1.091
90 H -2.27 1.79 -5.98  C79 1.091
91 H -1.99 3.23 -5.02  C79 1.095
92 H -3.88 2.18 -4.01  C80 1.095
93 H -2.50 1.92 -2.92  C80 1.097
94 H -2.75 -0.12 -2.02  C82 1.095
95 H -3.60 -1.39 -2.91  C82 1.092
96 H -4.49 0.08 -2.43  C82 1.094
97 C -5.78 3.79 -6.40  O98 1.415, H106 1.096, H107 1.091, H108 1.095
98 O -5.65 4.81 -5.43  C97 1.415, C99 1.423
99 C -4.32 5.31 -5.34  O98 1.423, C100 1.526, H109 1.096, H110 1.096
100 C -4.32 6.76 -4.87  C99 1.526, O101 1.429, H111 1.094, H112 1.090
101 O -4.70 7.69 -5.89  C100 1.429, C102 1.430
102 C -6.08 7.70 -6.26  O101 1.430, C103 1.525, H113 1.091, H114 1.095
103 C -6.99 8.30 -5.20  C102 1.525, O104 1.424, H115 1.095, H116 1.097
104 O -7.21 7.37 -4.14  C103 1.424, C105 1.415
105 C -7.51 8.01 -2.91  O104 1.415, H117 1.095, H118 1.091, H119 1.094
106 H -5.21 2.91 -6.10  C97 1.096
107 H -6.84 3.52 -6.48  C97 1.091
108 H -5.45 4.15 -7.38  C97 1.095
109 H -3.81 5.25 -6.30  C99 1.096
110 H -3.79 4.69 -4.61  C99 1.096
111 H -3.30 7.03 -4.59  C100 1.094
112 H -4.93 6.90 -3.97  C100 1.090
113 H -6.41 6.71 -6.57  C102 1.091
114 H -6.13 8.34 -7.15  C102 1.095
115 H -7.96 8.54 -5.64  C103 1.095
116 H -6.54 9.23 -4.81  C103 1.097
117 H -6.72 8.71 -2.64  C105 1.095
118 H -7.58 7.24 -2.14  C105 1.091
119 H -8.48 8.53 -2.98  C105 1.094

Calculated values
Highest occupied orbital energy, eV: -10.30
LUMO, eV: -3.53
Gap between HOMO and LUMO, eV: 6.77
Net charge: +1
DFT total energy, eV: -63025.73160
Max |F|, hartree/bohr: 0.100

Atom charges from the Mulliken analysis, given in e for atoms 1 to 2: C -0.793; C 0.147

DFT (ωB97M-V/def2-TZVPD) results for 5 unconnected molecules or ions with the total composition C33H72BBr2Cl2N2 in a non-equilibrium geometry.

Bonds (Å) are listed after each position.
CARTESIAN COORDINATES (ANGSTROEM)
1 C 0.00 2.33 -3.78  C2 1.530, H17 1.097, H18 1.096, H19 1.095
2 C 1.18 1.59 -3.15  C1 1.530, N3 1.444, H20 1.099, H21 1.098
3 N 2.45 2.20 -3.48  C2 1.444, B4 1.544, H22 1.011
4 B 3.74 1.78 -2.74  N3 1.544, C5 1.645, C7 1.661, C12 1.678
5 C 3.55 0.57 -1.65  B4 1.645, N6 1.476, H23 1.098, H24 1.100
6 N 3.15 -0.77 -2.13  C5 1.476, H25 1.012, H26 1.009
7 C 4.90 1.24 -3.79  B4 1.661, Cl8 1.765, C9 1.350
8 Cl 6.57 1.52 -3.28  C7 1.765
9 C 4.84 0.47 -4.90  C7 1.350, C10 1.507, Cl11 1.762
10 C 6.00 -0.07 -5.69  C9 1.507, H27 1.095, H28 1.097, H29 1.090
11 Cl 3.29 -0.07 -5.53  C9 1.762
12 C 4.35 3.14 -1.96  B4 1.678, Br13 1.941, C14 1.338
13 Br 4.37 3.19 -0.02  C12 1.941
14 C 4.80 4.29 -2.47  C12 1.338, C15 1.508, Br16 1.918
15 C 5.30 5.53 -1.77  C14 1.508, H30 1.089, H31 1.097, H32 1.095
16 Br 4.90 4.44 -4.38  C14 1.918
17 H 0.27 2.64 -4.79  C1 1.097
18 H -0.88 1.67 -3.85  C1 1.096
19 H -0.28 3.22 -3.19  C1 1.095
20 H 1.19 0.57 -3.55  C2 1.099
21 H 1.02 1.52 -2.07  C2 1.098
22 H 2.34 3.21 -3.50  N3 1.011
23 H 2.84 0.84 -0.87  C5 1.098
24 H 4.51 0.44 -1.13  C5 1.100
25 H 3.70 -1.02 -2.94  N6 1.012
26 H 2.19 -0.76 -2.42  N6 1.009
27 H 6.58 -0.79 -5.10  C10 1.095
28 H 6.68 0.74 -5.98  C10 1.097
29 H 5.64 -0.57 -6.60  C10 1.090
30 H 5.74 6.23 -2.47  C15 1.089
31 H 6.06 5.26 -1.03  C15 1.097
32 H 4.48 6.02 -1.23  C15 1.095
33 C -0.36 2.06 0.59  C34 1.525, H39 1.092, H40 1.091, H41 1.092
34 C -0.10 0.59 0.32  C33 1.525, C35 1.527, H42 1.093, H43 1.092
35 C -1.04 -0.35 1.07  C34 1.527, C36 1.530, H44 1.093, H45 1.096
36 C -0.94 -0.25 2.60  C35 1.530, C37 1.528, H46 1.096, H47 1.094
37 C 0.46 -0.49 3.16  C36 1.528, C38 1.526, H48 1.095, H49 1.093
38 C 1.01 -1.87 2.83  C37 1.526, H50 1.094, H51 1.091, H52 1.091
39 H -0.21 2.32 1.64  C33 1.092
40 H 0.32 2.69 0.00  C33 1.091
41 H -1.38 2.33 0.31  C33 1.092
42 H 0.94 0.34 0.56  C34 1.093
43 H -0.20 0.39 -0.75  C34 1.092
44 H -0.84 -1.38 0.76  C35 1.093
45 H -2.07 -0.14 0.77  C35 1.096
46 H -1.64 -0.98 3.04  C36 1.096
47 H -1.29 0.73 2.93  C36 1.094
48 H 0.42 -0.36 4.24  C37 1.095
49 H 1.14 0.27 2.78  C37 1.093
50 H 0.36 -2.66 3.22  C38 1.094
51 H 2.00 -2.02 3.27  C38 1.091
52 H 1.11 -2.02 1.76  C38 1.091
53 C -3.34 -4.22 8.12  C54 1.525, H59 1.091, H60 1.091, H61 1.092
54 C -2.35 -3.07 8.26  C53 1.525, C55 1.528, H62 1.094, H63 1.093
55 C -2.12 -2.29 6.96  C54 1.528, C56 1.530, H64 1.093, H65 1.095
56 C -1.55 -3.12 5.81  C55 1.530, C57 1.528, H66 1.094, H67 1.094
57 C -0.22 -3.81 6.11  C56 1.528, C58 1.525, H68 1.093, H69 1.094
58 C 0.90 -2.84 6.45  C57 1.525, H70 1.091, H71 1.091, H72 1.091
59 H -2.99 -4.97 7.40  C53 1.091
60 H -3.49 -4.73 9.07  C53 1.091
61 H -4.31 -3.86 7.77  C53 1.092
62 H -1.39 -3.46 8.63  C54 1.094
63 H -2.71 -2.38 9.02  C54 1.093
64 H -1.46 -1.45 7.17  C55 1.093
65 H -3.08 -1.86 6.64  C55 1.095
66 H -1.42 -2.46 4.95  C56 1.094
67 H -2.28 -3.87 5.50  C56 1.094
68 H 0.07 -4.40 5.23  C57 1.093
69 H -0.35 -4.53 6.93  C57 1.094
70 H 1.05 -2.13 5.64  C58 1.091
71 H 1.84 -3.36 6.62  C58 1.091
72 H 0.68 -2.26 7.36  C58 1.091
73 C -5.75 6.02 0.90  C74 1.525, H79 1.091, H80 1.091, H81 1.093
74 C -5.98 4.83 -0.03  C73 1.525, C75 1.528, H82 1.093, H83 1.094
75 C -5.29 3.55 0.44  C74 1.528, C76 1.530, H84 1.093, H85 1.095
76 C -3.77 3.64 0.53  C75 1.530, C77 1.528, H86 1.095, H87 1.094
77 C -3.07 4.04 -0.76  C76 1.528, C78 1.525, H88 1.092, H89 1.094
78 C -3.30 3.06 -1.91  C77 1.525, H90 1.092, H91 1.090, H92 1.092
79 H -4.70 6.28 0.96  C73 1.091
80 H -6.29 6.90 0.54  C73 1.091
81 H -6.10 5.80 1.91  C73 1.093
82 H -5.65 5.08 -1.04  C74 1.093
83 H -7.06 4.64 -0.11  C74 1.094
84 H -5.57 2.73 -0.23  C75 1.093
85 H -5.69 3.28 1.42  C75 1.095
86 H -3.38 2.67 0.86  C76 1.095
87 H -3.49 4.35 1.32  C76 1.094
88 H -2.00 4.12 -0.57  C77 1.092
89 H -3.39 5.04 -1.07  C77 1.094
90 H -2.95 2.06 -1.64  C78 1.092
91 H -2.75 3.37 -2.80  C78 1.090
92 H -4.35 2.99 -2.18  C78 1.092
93 C -0.95 -1.87 -3.27  C94 1.527, H99 1.092, H100 1.091, H101 1.093
94 C 0.09 -2.72 -2.54  C93 1.527, C95 1.525, H102 1.095, H103 1.094
95 C 1.21 -3.23 -3.44  C94 1.525, C96 1.529, H104 1.093, H105 1.093
96 C 0.75 -4.16 -4.56  C95 1.529, C97 1.528, H106 1.095, H107 1.094
97 C 0.01 -5.41 -4.10  C96 1.528, C98 1.526, H108 1.094, H109 1.094
98 C 0.84 -6.31 -3.19  C97 1.526, H110 1.092, H111 1.092, H112 1.091
99 H -1.46 -2.45 -4.04  C93 1.092
100 H -1.70 -1.49 -2.59  C93 1.091
101 H -0.47 -1.02 -3.76  C93 1.093
102 H -0.40 -3.55 -2.03  C94 1.095
103 H 0.55 -2.11 -1.75  C94 1.094
104 H 1.96 -3.72 -2.83  C95 1.093
105 H 1.71 -2.37 -3.89  C95 1.093
106 H 1.64 -4.47 -5.14  C96 1.095
107 H 0.12 -3.61 -5.26  C96 1.094
108 H -0.31 -5.98 -4.98  C97 1.094
109 H -0.91 -5.12 -3.58  C97 1.094
110 H 1.76 -6.63 -3.70  C98 1.092
111 H 0.29 -7.21 -2.90  C98 1.092
112 H 1.14 -5.80 -2.28  C98 1.091

Calculated values
Highest occupied orbital energy, eV: -4.39
LUMO, eV: 2.31
Gap between HOMO and LUMO, eV: 6.71
Net charge: -1
DFT total energy, eV: -204178.82125
Max |F|, hartree/bohr: 0.021

Atom charges from the Mulliken analysis, given in e for atoms 1 to 2: C -1.648; C 0.733